(1)
Below is C26H40N3O4RuS2Si as an isolated structure, with properties calculated with ωB97M-V with the def2-TZVPD basis set.

Properties
**Energy relative to the best compared isomer or geometry (same formula, charge and spin)**: 29.49 kJ/mol
**HOMO level (spin up / spin down)**: -0.28769 / -0.28067 hartree

The geometry in ORCA input format:
```
! RIJCOSX wB97M-V def2-TZVPD def2/J DEFGRID3
* xyz 0 2
Ru -0.25 -0.16 -0.40
C 2.87 -0.18 2.06
C 3.28 -1.53 1.47
C 4.50 -1.33 0.57
C 2.14 -2.21 0.74
C 0.79 -1.92 1.04
C -0.25 -2.55 0.35
C 0.01 -3.54 -0.60
C -1.12 -4.22 -1.34
C 1.32 -3.88 -0.84
C 2.37 -3.22 -0.19
H 3.73 0.31 2.51
H 2.09 -0.26 2.82
H 2.50 0.47 1.27
H 3.58 -2.18 2.30
H 4.21 -0.73 -0.30
H 4.92 -2.27 0.21
H 5.29 -0.80 1.10
H 0.54 -1.33 1.91
H -1.26 -2.40 0.71
H -1.08 -5.30 -1.20
H -1.04 -4.02 -2.41
H -2.09 -3.86 -0.99
H 1.56 -4.66 -1.55
H 3.38 -3.51 -0.42
C -5.80 4.22 4.15
C -4.68 3.31 3.73
C -4.66 2.74 2.46
C -3.64 1.90 2.07
C -2.62 1.60 2.97
C -2.61 2.17 4.23
C -3.64 3.02 4.60
S -1.29 0.55 2.47
O -1.90 -0.71 2.05
O -0.38 0.51 3.59
N -0.65 1.14 1.15
C 0.24 2.30 1.22
C 1.07 2.34 -0.05
O 1.99 3.10 -0.25
O 0.72 1.44 -0.96
H -6.49 4.42 3.33
H -5.42 5.18 4.50
H -6.38 3.78 4.97
H -5.46 2.97 1.76
H -3.63 1.46 1.08
H -1.80 1.94 4.91
H -3.64 3.46 5.59
H 0.91 2.27 2.08
H -0.33 3.23 1.28
C -3.66 -0.81 -0.57
Si -2.24 -0.15 -1.62
C -2.46 1.69 -1.99
C -2.34 -1.09 -3.25
H -4.53 -0.18 -0.73
H -3.44 -0.84 0.49
H -3.92 -1.83 -0.89
H -3.47 2.01 -1.75
H -2.29 1.87 -3.06
H -1.76 2.32 -1.44
H -3.27 -0.78 -3.73
H -2.38 -2.17 -3.11
H -1.52 -0.85 -3.93
S 0.64 -1.09 -2.47
C 2.27 -0.55 -2.68
N 3.15 -1.47 -3.11
C 4.55 -1.19 -3.37
C 4.71 0.26 -3.78
C 4.04 1.15 -2.75
N 2.67 0.70 -2.53
H 2.78 -2.40 -3.21
H 4.90 -1.87 -4.15
H 5.14 -1.39 -2.46
H 4.24 0.41 -4.76
H 5.76 0.52 -3.88
H 3.99 2.18 -3.10
H 4.59 1.16 -1.81
H 1.98 1.31 -2.09
*
```



(2)
Below is C26H41BBeCsF5LiO14PS as an isolated structure in a non-equilibrium geometry, with properties calculated with ωB97M-V with the def2-TZVPD basis set.

Properties
**HOMO level**: -0.24145 hartree

The geometry in ORCA input format:
```
! RIJCOSX wB97M-V def2-TZVPD def2/J DEFGRID3
* xyz 0 1
C -4.89 -3.31 2.49
C -4.51 -2.76 1.09
C -5.68 -2.80 0.10
C -3.21 -3.42 0.52
C -2.03 -2.38 0.80
P -0.28 -3.08 0.77
C 0.74 -1.87 -0.24
O 2.14 -1.88 0.05
C 2.58 -0.59 0.35
C 2.77 0.34 -0.66
C 3.22 1.63 -0.39
C 3.47 1.98 0.93
C 3.26 1.10 1.98
C 2.82 -0.20 1.68
C -0.10 -4.78 -0.01
C -0.21 -5.99 1.04
O 0.76 -6.49 1.51
O -1.44 -6.53 1.38
B 0.51 -3.20 2.54
O -0.21 -2.51 3.52
O 1.64 -3.87 2.74
H -5.13 -2.46 3.13
H -4.09 -3.90 2.96
H -5.82 -3.88 2.40
H -4.27 -1.69 1.23
H -5.44 -2.37 -0.88
H -6.47 -2.15 0.52
H -6.14 -3.80 0.03
H -3.05 -4.44 0.96
H -3.35 -3.49 -0.61
H -2.19 -1.92 1.78
H -2.11 -1.60 0.03
H 0.30 -0.88 -0.05
H 0.63 -2.19 -1.29
H 2.57 0.06 -1.69
H 3.40 2.38 -1.16
H 3.83 2.98 1.17
H 3.45 1.38 3.02
H 2.69 -0.89 2.55
H 0.96 -4.85 -0.40
H -0.77 -4.96 -0.93
H -1.75 -6.01 2.14
H -0.29 -1.59 3.22
H 2.33 -3.34 3.17
O 0.53 -9.63 2.18
H 0.47 -8.69 1.97
C 6.37 5.82 4.15
C 5.73 5.41 2.83
O 4.45 5.95 2.62
C 4.37 7.38 2.58
C 5.20 8.00 1.48
H 5.73 5.56 4.99
H 7.34 5.33 4.27
H 6.54 6.90 4.19
H 5.60 4.32 2.84
H 6.39 5.64 1.99
H 4.63 7.80 3.56
H 3.32 7.61 2.41
H 6.27 7.81 1.61
H 5.06 9.08 1.47
H 4.91 7.60 0.51
Cs -1.93 -4.61 -2.11
F -2.81 -3.62 -6.27
C -3.77 -3.83 -7.22
C -4.10 -5.12 -7.56
C -5.08 -5.33 -8.53
C -5.70 -4.25 -9.13
C -5.34 -2.95 -8.77
C -4.38 -2.74 -7.80
H -3.59 -5.95 -7.09
H -5.35 -6.34 -8.81
H -6.45 -4.41 -9.89
H -5.82 -2.11 -9.24
H -4.10 -1.74 -7.50
F -2.22 -2.16 -9.26
Li 1.48 -0.25 3.53
O 4.09 4.14 -1.67
H 4.53 4.81 -1.13
Be -0.74 -1.20 -8.50
C -4.62 0.64 3.78
F -5.44 1.66 4.02
F -4.24 0.15 4.97
F -5.36 -0.32 3.18
S -3.18 1.14 2.75
O -2.50 2.14 3.53
O -3.75 1.62 1.53
O -2.40 -0.10 2.59
C 5.78 11.62 0.60
O 6.81 10.95 0.33
O 5.76 12.87 -0.01
O 4.83 11.32 1.32
H 6.61 12.77 -0.47
*
```



(3)
Below is C26H41LiN2SSbSi3Te as an isolated structure, with properties calculated with ωB97M-V with the def2-TZVPD basis set.

Properties
**Energy relative to the best compared isomer or geometry (same formula, charge and spin)**: 0.00 kJ/mol
**HOMO level**: -0.14361 hartree

The geometry in ORCA input format:
```
! RIJCOSX wB97M-V def2-TZVPD def2/J DEFGRID3
* xyz -1 1
Li -0.31 -0.66 1.65
C -1.19 1.46 0.94
Sb 0.57 1.26 -0.31
C 1.60 0.17 1.28
C 1.81 1.25 2.23
C 2.30 1.06 3.55
C 2.47 2.14 4.38
C 2.13 3.43 3.95
C 1.60 3.54 2.68
N 1.46 2.50 1.85
Si 3.13 -0.76 0.90
C 4.43 0.37 0.13
C 4.02 -1.46 2.40
C 2.90 -2.25 -0.23
C -0.53 -0.21 -1.80
C -0.52 -1.65 -1.34
C -0.72 -2.73 -2.22
C -0.68 -4.03 -1.75
C -0.47 -4.26 -0.40
C -0.33 -3.16 0.42
N -0.37 -1.89 -0.03
Si -2.33 0.32 -1.97
C -3.11 -0.18 -3.62
C -3.43 -0.53 -0.73
C -2.51 2.20 -1.91
Si 0.43 0.06 -3.40
C 0.01 -1.00 -4.91
C 0.20 1.83 -3.99
C 2.25 -0.30 -3.15
H -0.88 1.57 1.98
H -1.85 0.58 0.85
H -1.78 2.33 0.66
H 2.50 0.06 3.90
H 2.83 2.00 5.39
H 2.24 4.30 4.58
H 1.28 4.50 2.29
H 4.69 1.16 0.85
H 4.08 0.88 -0.78
H 5.35 -0.17 -0.12
H 4.37 -0.67 3.07
H 4.90 -2.01 2.05
H 3.39 -2.15 2.97
H 2.12 -2.10 -0.98
H 2.63 -3.13 0.36
H 3.84 -2.46 -0.76
H -0.90 -2.53 -3.27
H -0.83 -4.86 -2.44
H -0.42 -5.26 0.01
H -0.19 -3.28 1.49
H -3.05 -1.26 -3.79
H -2.66 0.34 -4.47
H -4.17 0.10 -3.58
H -3.24 -1.61 -0.73
H -4.48 -0.38 -1.03
H -3.33 -0.19 0.31
H -2.68 2.59 -2.92
H -1.62 2.69 -1.51
H -3.36 2.49 -1.29
H -1.06 -1.19 -5.05
H 0.53 -1.96 -4.87
H 0.36 -0.46 -5.80
H -0.78 1.95 -4.47
H 0.97 2.06 -4.73
H 0.27 2.56 -3.18
H 2.40 -1.38 -3.00
H 2.67 0.22 -2.29
H 2.81 0.00 -4.04
Te -1.76 -1.86 3.69
C -2.93 -0.15 4.03
C -2.88 0.74 5.07
C -3.85 1.79 4.99
C -4.63 1.69 3.88
S -4.18 0.33 2.94
H -2.15 0.65 5.87
H -3.94 2.58 5.73
H -5.43 2.35 3.56
*
```



(4)
Below is C26H41N5O3STl as an isolated structure, with properties calculated with ωB97M-V with the def2-TZVPD basis set.

Properties
**HOMO level**: -0.37065 hartree

The geometry in ORCA input format:
```
! RIJCOSX wB97M-V def2-TZVPD def2/J DEFGRID3
* xyz 1 1
Tl -0.69 1.89 0.07
C -0.84 1.36 5.81
N -0.69 2.41 4.82
C -1.38 3.65 5.12
C -0.04 2.27 3.65
O 0.02 3.16 2.80
C 0.65 0.93 3.36
O 1.26 0.95 2.10
C 2.48 1.66 2.08
C 2.75 2.14 0.67
O 1.87 2.12 -0.19
N 3.99 2.59 0.41
C 5.05 2.59 1.41
C 4.35 3.01 -0.93
H -0.50 1.71 6.78
H -0.27 0.47 5.55
H -1.89 1.07 5.90
H -1.02 4.05 6.08
H -2.45 3.48 5.20
H -1.18 4.37 4.33
H -0.10 0.13 3.33
H 1.37 0.69 4.15
H 3.29 1.00 2.42
H 2.44 2.54 2.73
H 4.68 2.89 2.39
H 5.80 3.33 1.12
H 5.54 1.62 1.49
H 3.47 2.97 -1.56
H 5.13 2.36 -1.34
H 4.73 4.04 -0.91
C -1.63 -1.61 -5.49
C -2.03 -0.59 -4.47
C -3.25 -0.52 -3.87
C -3.44 0.49 -2.90
N -2.50 1.34 -2.55
C -1.30 1.31 -3.18
S -0.07 2.40 -2.88
N -1.10 0.32 -4.11
C -4.77 0.65 -2.23
H -2.47 -2.26 -5.73
H -0.81 -2.22 -5.12
H -1.29 -1.12 -6.41
H -4.03 -1.21 -4.13
H -0.18 0.31 -4.54
H -5.35 -0.27 -2.26
H -5.33 1.42 -2.76
H -4.64 0.98 -1.21
C 2.81 -1.17 -0.26
C 2.24 -1.82 -1.52
C 1.97 -0.79 -2.62
C 1.04 -2.66 -1.19
C 1.08 -4.01 -1.45
C 0.01 -4.83 -1.10
C -1.12 -4.35 -0.44
C -1.22 -3.02 -0.13
C -2.44 -2.54 0.62
C -3.36 -1.68 -0.25
C -2.08 -1.82 1.92
C -0.17 -2.09 -0.56
N -0.35 -0.81 -0.46
H 3.72 -0.62 -0.51
H 3.05 -1.92 0.50
H 2.08 -0.47 0.16
H 2.99 -2.52 -1.90
H 1.28 -0.02 -2.27
H 1.57 -1.27 -3.51
H 2.91 -0.30 -2.89
H 1.95 -4.44 -1.93
H 0.07 -5.89 -1.34
H -1.91 -5.04 -0.16
H -2.99 -3.45 0.89
H -2.87 -0.74 -0.48
H -4.29 -1.48 0.29
H -3.61 -2.19 -1.18
H -1.62 -0.86 1.70
H -1.39 -2.41 2.53
H -2.98 -1.65 2.51
*
```



| no. | E (Eh) |
| --- | --- |
| 1 | -2660.788211 |
| 2 | -3374.160826 |
| 3 | -2907.477538 |
| 4 | -2085.266413 |